# 1
DFT (ωB97M-V with the def2-TZVPD basis set) results for a structure of composition C28H25BrCaINO4 in a non-equilibrium geometry.

Atoms and positions in Å:
H -4.650 0.939 -0.427
H -0.930 -4.017 -0.810
C -0.242 2.954 -3.118
C -0.218 1.888 2.435
H -1.198 3.993 2.040
C 1.001 2.531 3.252
O 1.260 -0.645 3.771
H -0.108 3.589 -0.956
O -2.689 -2.501 1.229
C 6.687 -4.539 0.934
C -3.864 0.161 -0.144
H -5.304 -1.012 -2.194
H -4.412 -0.709 0.350
Ca -5.019 3.803 2.184
H 4.133 -4.080 -2.353
C -2.657 0.746 0.740
C 5.217 -4.148 1.146
H -2.910 4.152 -2.506
H 4.870 -3.982 2.231
N 7.203 -4.720 -0.375
O -2.652 4.289 -0.354
C -0.711 3.910 -1.889
H 0.711 3.477 3.827
C 6.269 -4.562 -1.427
C 2.444 -2.374 1.357
C 4.156 -3.930 0.019
C -1.271 2.862 1.864
I 3.776 4.250 2.421
H 7.403 -4.655 1.819
H -2.596 0.519 -2.020
C -3.189 -0.329 -1.537
C -3.475 3.399 0.436
C -1.593 -0.226 1.321
H -1.122 2.485 -3.681
Br -4.281 0.554 -4.093
C -4.265 -0.834 -2.625
C 0.688 -0.706 2.663
C 4.779 -4.182 -1.409
C -0.198 -2.480 0.775
H 6.700 -4.737 -2.483
H 1.491 1.809 3.989
H -4.310 2.952 -0.213
H 1.641 -4.934 -1.294
H 0.457 2.116 -2.790
C -2.304 3.689 -1.637
H 3.294 -1.929 1.967
H -2.471 2.562 -1.702
H -3.873 4.064 1.314
C -1.633 -1.830 1.106
C 2.139 2.859 2.134
C 1.449 -4.105 -0.520
C -0.010 -3.611 -0.277
H -0.540 5.015 -2.122
C 1.003 -1.875 1.599
C -2.467 2.282 1.023
H -3.841 -1.776 -3.137
H 0.326 3.590 -3.894
C 2.663 -3.488 0.265
O 2.071 2.287 1.008
H -2.431 -1.188 -1.375
C -0.395 0.379 2.144

The value obtained for the largest force on an atom is 0.166 Eh/bohr. As for the net charge: +2. For the total energy, the calculation gives -4985.79729 hartree. As for the multiplicity: 1. The calculation puts the HOMO energy at -12.2 eV. The calculation puts the orbital gap at 2.8 eV.

Atom charges from the Löwdin analysis, given in e for atoms 1 to 4: number 1, H, carries 0.095; number 2, H, carries 0.112; number 3, C, carries -0.101; number 4, C, carries -0.089



# 2
DFT (ωB97M-V with the def2-TZVPD basis set) results for a structure of composition C33H38CuN2O4P2S in a non-equilibrium geometry.

Atoms and positions in Å:
C 1.801 2.196 1.343
Cu -0.106 -0.381 -0.362
N 2.388 -1.204 -1.357
C -3.465 -2.919 1.138
P 0.195 1.300 1.610
C 2.823 0.305 -3.142
O -2.764 -2.948 2.368
C -1.419 -3.213 2.314
H -0.047 -0.571 3.112
C 0.796 0.045 2.808
H 1.456 4.275 -2.135
H -3.485 7.103 0.133
H 4.673 -0.480 -2.413
C -0.580 2.455 2.847
H -4.394 0.670 3.740
C 4.255 1.074 -5.392
C 1.754 -2.511 0.435
H 2.313 -4.180 2.334
C -0.984 2.619 -3.789
C -1.768 1.736 3.469
H 1.247 0.520 3.680
H -4.409 5.399 -1.389
H 0.090 4.803 0.534
H -3.582 -0.920 3.650
C -3.425 5.265 -0.963
H -1.612 -4.514 3.969
H 0.799 -5.094 4.056
C -2.901 6.227 -0.114
H -0.909 3.352 2.314
H -3.083 3.362 -1.913
C -3.930 -0.060 3.080
C -0.181 3.053 -2.751
C 4.897 0.427 -4.346
S -0.446 2.469 -1.060
C 2.010 -0.125 -1.990
H -4.003 1.563 0.433
H -2.496 2.438 3.885
H -4.221 2.455 1.958
H -3.286 -3.842 0.576
H -4.665 -0.410 2.356
P -2.520 0.675 2.133
H 1.530 -0.594 2.320
O -1.041 -1.612 0.644
C 4.187 0.037 -3.225
H 0.165 2.756 3.592
H -4.520 -2.851 1.400
C -0.922 -4.087 3.257
H 1.621 3.118 0.792
C 0.247 4.036 -5.285
C 1.268 -3.905 2.347
C 0.840 3.961 -2.964
C 0.805 -2.995 1.380
H 2.448 1.564 0.737
N 1.497 -1.608 -0.442
H -1.232 6.810 1.094
C -0.771 3.122 -5.062
H -2.807 2.753 0.919
H -3.172 -2.062 0.526
H -1.748 1.886 -3.578
H 2.297 2.426 2.287
C -1.638 6.064 0.427
C -0.553 -2.555 1.383
H 4.812 1.361 -6.273
H -1.438 1.072 4.271
C 2.898 1.340 -5.314
C -0.895 4.939 0.115
C -3.493 1.998 1.288
H 5.957 0.223 -4.414
C 1.054 4.455 -4.238
H 2.392 1.840 -6.129
C -1.427 3.974 -0.722
C 0.431 -4.415 3.301
C -2.687 4.135 -1.272
H 1.847 5.166 -4.420
O -1.440 1.377 -1.132
H 2.759 -2.930 0.466
H 0.417 4.417 -6.281
H 1.125 1.135 -4.128
C 2.187 0.957 -4.194
O 0.959 0.544 -1.676
H -1.397 2.803 -5.882

The value obtained for the largest force on an atom is 0.051 Eh/bohr. The energy above the lowest of the compared OMol25 structures with the same formula, charge and spin is 1.142 eV. For the total energy, the calculation gives -4412.09070 hartree. As for the multiplicity: 2. The calculation puts the HOMO energy (spin up / spin down) at -7.3 / -7.3 eV. The calculation puts the orbital gap (spin up / spin down) at 7.7 / 7.0 eV.

Atom charges from the Löwdin analysis, given in e for atoms 1 to 4: number 1, C, carries -0.263; number 2, Cu, carries 0.557; number 3, N, carries 0.082; number 4, C, carries -0.084



# 3
DFT (ωB97M-V with the def2-TZVPD basis set) results for an isolated molecule of C9H18O2S.

Atoms and positions in Å:
H -3.768 -1.267 0.639
O -2.437 1.303 -1.067
H 1.441 0.724 -1.054
H 5.170 0.984 -0.514
C -0.024 -0.383 1.088
H 1.391 -1.005 -1.163
H -0.528 0.436 0.557
H 3.714 1.957 -0.662
H -1.792 0.660 -1.502
O -1.149 -0.842 -1.792
S -1.786 -1.700 -0.706
H 3.583 -0.271 -1.955
H -4.975 0.812 0.944
C -0.596 -1.745 0.672
H 3.796 -1.113 -0.442
H 1.862 0.651 1.376
C -3.056 -0.724 0.022
C 3.382 -0.194 -0.854
C -4.365 1.393 0.280
H 1.966 -1.097 1.341
C 1.872 -0.186 -0.609
H -0.240 -0.214 2.140
C -3.239 0.587 -0.265
H -4.981 1.780 -0.543
H -3.968 2.278 0.835
H 4.039 1.063 0.812
H -1.130 -2.229 1.488
C 1.485 -0.251 0.867
H 0.220 -2.417 0.334
C 4.113 1.010 -0.264

The value obtained for the largest force on an atom is 0.019 Eh/bohr. The energy above the lowest of the compared OMol25 structures with the same formula, charge and spin is 0.055 eV. For the total energy, the calculation gives -902.35954 hartree. As for the multiplicity: 1. The calculation puts the HOMO energy at -8.7 eV. The calculation puts the orbital gap at 9.3 eV.

Atom charges from the Löwdin analysis, given in e for atoms 1 to 4: number 1, H, carries 0.083; number 2, O, carries 0.029; number 3, H, carries 0.121; number 4, H, carries 0.064